[1]
Molecular formula: C12H21Br6N3
Method: DFT, the ωB97M-V functional and the def2-TZVPD basis

XYZ file:
```
42
Properties=species:S:1:pos:R:3:forces:R:3
Br -3.042434 6.404297 -4.521958 0.103 -1.550 0.276
C -2.719244 4.452287 -4.064998 -0.480 0.076 0.951
C -2.867324 4.249977 -2.542128 1.253 0.932 -0.198
Br -2.307734 2.386547 -2.117998 -0.599 0.941 -0.126
H -1.691724 4.219757 -4.344678 -0.173 0.270 -0.078
H -3.394864 3.768317 -4.578638 -0.110 0.590 -0.364
H -3.770724 4.579877 -2.029168 -0.469 -0.791 -0.603
H -2.135194 4.915557 -2.084858 0.363 -0.393 0.133
Br -1.088514 -3.851673 5.383812 -0.112 0.380 -0.454
C -0.718214 -3.395673 3.488182 1.272 -1.046 0.715
C 0.646046 -2.701433 3.435142 -0.724 0.925 0.839
Br 0.877846 -2.134793 1.590812 0.284 -0.002 0.270
H -1.480364 -2.740223 3.066752 -0.009 -0.249 0.319
H -0.702494 -4.393513 3.049802 -0.151 0.366 -0.380
H 1.576206 -3.102063 3.838132 -0.382 -1.103 -0.551
H 0.545846 -1.854373 4.113772 -0.080 0.685 -0.627
Br -0.888554 -0.725553 -1.417908 0.639 -0.040 -0.848
C 1.007086 -0.156123 -1.587148 0.366 1.070 -0.707
C 1.135856 1.307237 -2.167698 -0.100 -1.440 2.073
Br 3.003966 1.786347 -1.758588 -0.413 0.098 -0.344
H 1.659876 -0.735683 -2.239888 -0.771 -0.872 0.055
H 1.320966 -0.304043 -0.553858 0.216 0.705 -0.199
H 0.493616 1.928977 -1.543948 0.217 0.389 -0.542
H 0.977296 1.368797 -3.244348 -0.048 0.004 0.325
C -2.524584 0.288457 1.348902 0.378 -0.225 0.912
C -1.164744 0.774637 1.519532 -0.087 0.532 -0.520
N -0.100124 1.183217 1.627422 0.332 0.100 0.084
H -3.039564 0.730357 0.495892 0.197 -0.139 0.055
H -3.029604 0.525497 2.285312 -0.364 -0.008 -0.132
H -2.417244 -0.794973 1.296382 -0.437 -0.047 -0.323
C 0.175206 -4.307873 -1.181648 0.604 0.130 -1.013
C 1.073456 -3.827763 -2.247558 3.595 1.717 -3.546
N 1.810026 -3.480033 -3.128308 -3.447 -1.516 4.060
H 0.694506 -4.404313 -0.228168 -0.013 0.006 -0.187
H -0.119764 -5.279943 -1.576848 -0.563 -0.045 0.498
H -0.627884 -3.574493 -1.108868 -0.189 -0.388 0.139
C 3.815196 1.223837 1.781182 0.531 0.602 0.962
C 3.749856 0.931377 3.232772 -0.711 -1.100 2.809
N 3.661576 0.696397 4.385762 0.363 0.752 -3.588
H 4.870116 1.401927 1.572572 0.029 -0.167 -0.293
H 3.321336 2.184917 1.637892 -0.241 -0.189 -0.235
H 3.414996 0.455937 1.119162 -0.068 0.038 0.383
```
Forces are in eV/Å.

Computed properties:
- relative energy (zero: lowest compared OMol25 entry of this formula, charge and spin) (eV) = 0.5823
- molecular weight (Da) = 686.7
- Kohn-Sham gap (hartree) = 0.3861
- strongest force on any atom (eV/Å) = 5.54

[2]
Molecular formula: C22H24Cl3F24NO4
Method: DFT, the ωB97M-V functional and the def2-TZVPD basis

XYZ file:
```
78
Properties=species:S:1:pos:R:3:forces:R:3
C 4.663271 5.665929 0.966775 0.012 0.293 -0.436
N 4.838578 4.242666 0.643669 -0.377 0.045 0.338
C 3.665920 3.400974 0.878824 -0.086 -0.572 -0.258
C 2.421393 3.753931 0.021456 -0.104 0.463 -0.085
O 1.221682 3.519244 0.788902 -0.425 0.296 -0.541
C 0.099343 4.255509 0.305303 0.475 0.406 0.426
Cl -1.385201 3.425476 0.901300 0.556 0.187 -0.310
C 0.129755 5.714401 0.825835 0.384 1.664 -2.152
Cl -0.098991 5.903920 2.542310 0.251 0.016 -0.795
C 0.354318 6.794557 -0.044782 -0.543 -2.069 1.638
C 0.526729 6.717650 -1.569947 0.111 0.335 0.121
Cl 0.422831 8.427504 0.605175 0.017 -0.775 -0.219
H 4.242588 6.260728 0.119848 0.152 -0.272 0.484
H 3.960274 5.784798 1.816580 0.543 -0.147 -0.362
H 5.646501 6.120139 1.215546 -0.648 -0.290 -0.002
H 5.226740 4.105168 -0.287191 -0.182 0.064 0.317
H 3.961517 2.353448 0.651572 -0.128 0.549 0.192
H 3.373738 3.412106 1.952585 0.210 0.246 -0.658
H 2.467571 4.827696 -0.255189 0.019 -0.431 0.196
H 2.388873 3.172429 -0.928408 -0.027 0.209 0.513
H 0.052968 4.238417 -0.801287 0.050 0.023 0.599
H 0.438791 7.743887 -1.985022 -0.008 -0.697 0.300
H 1.534872 6.348668 -1.861052 -0.621 0.120 0.273
H -0.245565 6.093475 -2.056977 0.402 0.227 0.353
C 1.123918 -0.312874 -0.066240 -0.165 0.540 -0.269
C 1.245135 -1.654181 0.680292 -0.231 -0.172 -0.375
C 2.644018 -2.159449 1.055890 0.024 -0.056 0.272
F 3.393514 -2.411914 -0.029841 -0.024 0.122 -0.346
F 2.513771 -3.318328 1.741933 -0.061 0.022 0.005
F 0.560859 -2.607826 0.016477 0.160 -0.029 -0.024
F 0.614349 -1.485504 1.887460 0.171 0.135 -0.110
O 0.886125 -0.366069 -1.479115 0.465 -0.548 -0.032
C 1.870803 -0.374516 -2.452635 -0.397 0.316 0.584
C 1.803698 -1.640790 -3.317489 -0.068 -0.192 -0.220
F 2.006983 -2.744163 -2.572135 0.119 0.057 0.201
F 2.779143 -1.591500 -4.258511 -0.056 0.120 0.117
F 3.101817 -0.175773 -1.951264 -0.012 -0.146 0.176
F 1.615092 0.663729 -3.286802 0.013 -0.007 0.065
H 0.209514 0.137626 0.321777 0.019 -0.036 -0.019
H 1.927591 0.375447 0.198221 0.187 -0.168 -0.104
H 3.158091 -1.433750 1.691894 -0.032 0.040 -0.019
H 0.833092 -1.716642 -3.809651 0.002 0.094 0.047
C -0.763019 -5.519793 -3.886389 0.267 -0.530 0.141
C -1.245994 -4.063210 -3.727313 0.186 -0.158 -0.436
C -2.745299 -3.804686 -3.536631 -0.061 0.143 0.210
F -3.461048 -4.185505 -4.607813 0.089 -0.196 -0.233
F -2.933838 -2.474857 -3.367412 0.067 -0.010 0.013
F -0.770542 -3.308906 -4.747042 -0.107 -0.014 -0.001
F -0.662622 -3.607248 -2.582213 -0.123 -0.038 0.074
O -0.462249 -6.001816 -5.194384 -0.616 0.454 -0.359
C -1.389194 -6.624050 -6.013271 0.367 -0.102 0.602
C -1.579426 -5.867360 -7.337265 0.020 0.031 -0.133
F -2.042584 -4.622434 -7.115344 -0.054 0.001 0.164
F -2.486261 -6.528397 -8.094115 0.073 0.012 0.103
F -2.561394 -6.847489 -5.391110 0.062 0.241 -0.017
F -0.879750 -7.836303 -6.339026 -0.039 0.081 0.013
H 0.206051 -5.529108 -3.386431 -0.026 0.031 -0.045
H -1.398641 -6.215193 -3.335832 -0.190 0.120 -0.115
H -3.114911 -4.325043 -2.649061 0.034 -0.029 -0.005
H -0.631230 -5.806785 -7.875103 0.004 -0.043 0.041
C -4.327747 -0.266530 5.278237 -0.289 0.346 -0.402
C -4.106006 -1.200548 6.486464 0.346 -0.188 -0.375
C -3.507991 -0.611343 7.770523 -0.158 -0.006 0.203
F -2.257900 -0.157568 7.577853 0.140 0.077 -0.278
F -3.451692 -1.585854 8.707374 -0.046 -0.020 -0.044
F -3.396176 -2.283928 6.106161 0.018 0.098 0.044
F -5.350299 -1.633887 6.848219 -0.053 0.110 0.039
O -3.382210 -0.294303 4.211529 0.584 -0.076 0.463
C -2.269382 0.528989 4.153900 -0.643 0.002 0.006
C -0.976733 -0.300747 4.099414 0.103 0.034 0.091
F -0.833463 -1.061011 5.203099 -0.139 0.114 0.122
F 0.081502 0.542769 4.028056 -0.100 -0.027 -0.017
F -2.264024 1.456668 5.129100 0.071 -0.316 0.125
F -2.321936 1.209351 2.983294 -0.090 -0.134 0.034
H -5.238777 -0.648420 4.816922 0.058 -0.019 0.012
H -4.549365 0.754100 5.594047 0.203 -0.022 0.151
H -4.133685 0.200705 8.150759 -0.010 0.011 -0.043
H -0.988168 -0.946506 3.224719 -0.096 0.040 -0.027
```
Forces are in eV/Å.

Computed properties:
- molecular weight (Da) = 928.7
- Kohn-Sham gap (hartree) = 0.3482
- strongest force on any atom (eV/Å) = 2.75